Formula: C2H5NO3S
Source: the OMol25 dataset
Level of theory: ωB97M-V with the def2-TZVPD basis set

The geometry in XYZ format:
```
12
Properties=species:S:1:pos:R:3:forces:R:3
S 3.89730 0.21789 0.53111 -3.84 -2.14 1.12
O 3.32240 -1.30002 0.37207 2.56 1.57 0.79
O 1.78275 0.49170 0.06554 0.45 -2.08 0.81
O 4.66358 0.50246 -0.58841 1.65 0.82 -1.99
N -0.55490 1.17979 -0.32833 3.41 -0.08 1.54
C 0.76942 1.26581 -0.24448 -3.12 2.04 -1.15
C -1.23314 -0.06930 0.05744 1.24 1.58 0.81
H 2.39908 -1.10961 0.19478 -1.91 0.15 -0.31
H -1.54110 -0.26209 -0.93620 -0.67 -1.98 -0.74
H -0.44345 -0.68686 0.55540 -1.40 -0.42 -0.47
H 1.05173 2.22184 -0.63064 0.64 0.81 -0.16
H -2.14765 0.15293 0.66416 1.00 -0.28 -0.26
```
Positions in Å, forces in eV/Å.

## Properties
**Energy relative to the best compared isomer or geometry (same formula, charge and spin)**: 417.3 kJ/mol
**Highest occupied orbital energy (spin up / spin down)**: -0.329 / -0.329 Ha
**E**: -20619.209 eV

Partial atomic charges computed with the natural (NBO) method, in multiples of e: atom 1 (S): 1.772, atom 2 (O): -0.870, atom 3 (O): -0.835, atom 4 (O): -0.772, atom 5 (N): -0.485, atom 6 (C): 0.396, atom 7 (C): -0.469, atom 8 (H): 0.538, atom 9 (H): 0.217, atom 10 (H): 0.180, atom 11 (H): 0.125, atom 12 (H): 0.203


Formula: C2H5NO4
Source: the OMol25 dataset
Level of theory: ωB97M-V with the def2-TZVPD basis set

The geometry in XYZ format:
```
12
Properties=species:S:1:pos:R:3:forces:R:3
O 1.36255 0.03142 -1.84856 -0.35 0.26 0.43
O -0.37570 1.11250 1.71250 0.36 -0.14 0.01
O 0.39942 -0.76537 0.20812 0.15 0.61 -0.62
O -0.85706 0.44925 -1.44132 0.31 0.06 0.44
N -0.81463 -1.45615 0.46078 -0.10 0.06 -0.13
C 0.43389 0.19898 -1.11486 -0.15 -1.69 0.05
C 0.61275 0.82276 1.11556 -0.66 0.67 -0.92
H -1.53781 -0.76646 0.67721 0.23 0.20 -0.03
H -0.94607 0.32661 -2.39740 0.16 0.10 0.04
H 1.65453 0.77779 1.45328 -0.06 -0.27 -0.05
H 0.70326 1.22043 -0.15693 -0.04 0.15 0.90
H -0.63512 -1.95176 1.33161 0.16 0.00 -0.12
```
Positions in Å, forces in eV/Å.

## Properties
**Energy relative to the best compared isomer or geometry (same formula, charge and spin)**: 622.6 kJ/mol
**Highest occupied orbital energy**: -0.363 Ha
**E**: -11830.340 eV

Partial atomic charges computed with the natural (NBO) method, in multiples of e: atom 1 (O): -0.579, atom 2 (O): -0.556, atom 3 (O): -0.420, atom 4 (O): -0.698, atom 5 (N): -0.493, atom 6 (C): 0.877, atom 7 (C): 0.432, atom 8 (H): 0.354, atom 9 (H): 0.512, atom 10 (H): 0.181, atom 11 (H): 0.038, atom 12 (H): 0.352